[1]
# H24O12

12 unconnected molecules or ions with the total composition H24O12 (ωB97M-V/def2-TZVPD, the OMol25 dataset).

Results
Gap between HOMO and LUMO in eV: 10.69
Net charge: 0
Structure (SMILES): O.O.O.O.O.O.O.O.O.O.O.O

Geometry (Å):
1 O -2.401 -3.333 -2.418
2 O 0.862 4.055 -0.849
3 O -1.679 -2.390 1.414
4 O 2.830 -1.554 1.740
5 O -4.402 -0.828 1.593
6 O 2.933 1.702 -1.773
7 O -2.746 4.810 0.271
8 O -3.770 0.062 -0.185
9 O 0.880 -1.660 -1.878
10 O 4.068 0.287 3.103
11 O 3.881 -1.449 -1.528
12 O -0.532 0.550 0.703
13 H -3.476 0.181 -1.095
14 H -2.995 -3.602 -1.709
15 H -2.365 -2.999 1.710
16 H 1.695 -1.168 -2.025
17 H -2.026 4.426 -0.241
18 H 4.388 -2.244 -1.328
19 H -4.080 -0.975 2.489
20 H 0.184 -1.005 -2.007
21 H -0.634 0.749 -0.235
22 H 2.612 2.611 -1.756
23 H 2.429 -2.165 2.368
24 H -2.349 -2.374 -2.330
25 H -1.427 -2.724 0.546
26 H 0.343 0.151 0.765
27 H 3.755 -0.565 3.426
28 H -5.360 -0.899 1.673
29 H -4.110 0.929 0.066
30 H 4.161 -0.817 -0.857
31 H 1.812 3.900 -0.812
32 H -3.469 4.181 0.166
33 H 3.478 -2.093 1.271
34 H 0.769 4.807 -1.445
35 H 2.533 1.298 -0.995
36 H 4.208 0.144 2.160

Results of the Mulliken charge analysis, in e, for atoms 1 through 8: number 1, O, carries -0.616; number 2, O, carries -0.603; number 3, O, carries -0.569; number 4, O, carries -0.555; number 5, O, carries -0.552; number 6, O, carries -0.574; number 7, O, carries -0.619; number 8, O, carries -0.515

***

[2]
# H24O12

12 unconnected molecules or ions with the total composition H24O12 (ωB97M-V/def2-TZVPD, the OMol25 dataset).

Results
Gap between HOMO and LUMO in eV: 10.46
Net charge: 0
Structure (SMILES): O.O.O.O.O.O.O.O.O.O.O.O

Geometry (Å):
1 O -0.760 2.799 -0.695
2 O -1.642 0.481 2.421
3 O -1.412 3.470 2.001
4 O -1.013 -2.681 2.000
5 O 2.244 1.033 0.465
6 O 2.976 -2.029 2.261
7 O -0.125 -0.389 0.287
8 O -1.135 -1.315 -2.663
9 O 2.905 -0.438 -2.664
10 O 2.066 -2.463 -0.471
11 O -3.428 0.717 -0.584
12 O 0.300 0.926 -2.576
13 H 0.504 1.258 -3.443
14 H -1.122 0.521 3.142
15 H -0.708 3.480 -1.427
16 H 2.244 -0.051 -2.125
17 H 0.636 0.124 0.346
18 H 2.716 -3.116 -0.412
19 H -0.590 0.248 0.826
20 H -1.144 3.297 1.130
21 H -0.500 -1.873 1.551
22 H -2.163 -1.428 -2.759
23 H -1.673 2.614 2.261
24 H 2.902 -1.325 1.494
25 H -3.816 0.190 -0.027
26 H -2.440 0.238 2.795
27 H 2.120 1.540 1.361
28 H -0.552 2.031 -1.458
29 H 1.230 -2.830 -0.719
30 H 2.831 -1.218 -2.134
31 H -2.779 1.006 0.197
32 H -0.279 0.140 -2.598
33 H 2.345 1.698 -0.049
34 H -1.914 -2.368 1.940
35 H 2.434 -2.864 2.078
36 H -1.268 -1.416 -1.735

Results of the Mulliken charge analysis, in e, for atoms 1 through 8: number 1, O, carries -0.655; number 2, O, carries -0.454; number 3, O, carries -0.636; number 4, O, carries -0.644; number 5, O, carries -0.549; number 6, O, carries -0.651; number 7, O, carries -0.092; number 8, O, carries -0.688

***

[3]
# H24O12

12 unconnected molecules or ions with the total composition H24O12 (ωB97M-V/def2-TZVPD, the OMol25 dataset).

Results
Gap between HOMO and LUMO in eV: 10.38
Net charge: 0
Structure (SMILES): O.O.O.O.O.O.O.O.O.O.O.O

Geometry (Å):
1 O -1.748 0.154 -2.850
2 O 0.228 3.431 0.623
3 O -3.253 -2.024 -1.440
4 O 1.907 -1.165 0.891
5 O 2.388 2.101 2.041
6 O 1.400 0.191 4.157
7 O -0.934 -2.213 1.346
8 O 2.591 -0.833 -2.076
9 O -0.137 -2.268 -1.356
10 O 0.031 0.613 -0.044
11 O -3.129 -0.254 0.443
12 O 0.882 2.227 -2.129
13 H -3.726 -0.561 1.107
14 H -0.379 -0.151 -0.396
15 H -0.567 -2.273 0.444
16 H -1.979 0.907 -2.244
17 H 0.520 -2.967 -1.335
18 H 0.792 0.278 0.415
19 H 0.485 1.597 -1.519
20 H -1.766 -1.691 1.380
21 H -1.552 0.673 -3.639
22 H 1.242 -1.808 1.143
23 H 1.835 2.663 1.528
24 H 2.932 1.816 1.357
25 H -2.859 -1.298 -0.939
26 H 1.563 0.349 3.233
27 H 2.246 0.158 4.554
28 H 2.702 -1.696 0.833
29 H -3.573 -2.603 -0.723
30 H 3.296 -1.339 -1.679
31 H 2.109 -0.420 -1.415
32 H 0.708 3.000 -1.607
33 H -3.192 0.668 0.602
34 H -0.591 -2.369 -2.192
35 H -0.486 2.783 0.628
36 H 0.027 4.322 0.858

Results of the Mulliken charge analysis, in e, for atoms 1 through 8: number 1, O, carries -0.585; number 2, O, carries -0.598; number 3, O, carries -0.615; number 4, O, carries -0.568; number 5, O, carries -0.622; number 6, O, carries -0.616; number 7, O, carries -0.645; number 8, O, carries -0.596

***

[4]
# H24O12

A molecular structure, H24O12 (ωB97M-V/def2-TZVPD, the OMol25 dataset).

Results
Gap between HOMO and LUMO in eV: 9.36
Net charge: 0

Geometry (Å):
1 O 1.253 -2.343 -0.287
2 O 0.435 0.081 0.507
3 O -1.863 0.833 1.750
4 O -1.434 1.225 -2.402
5 O -0.498 3.218 1.000
6 O -1.435 -0.593 -1.199
7 O 3.272 -0.525 0.170
8 O -0.127 -2.932 1.570
9 O 0.815 2.646 -0.898
10 O -3.477 -0.616 0.400
11 O 0.172 -0.300 2.708
12 O 1.512 0.012 -2.852
13 H -0.804 1.818 -1.975
14 H -0.014 -1.087 2.213
15 H 2.026 -0.619 -3.027
16 H -2.945 0.064 0.937
17 H -2.799 -0.876 -0.153
18 H -0.990 2.529 1.223
19 H -0.085 -0.002 1.406
20 H -2.604 1.019 2.295
21 H 2.212 -2.735 -0.482
22 H 1.379 -1.419 0.001
23 H 3.767 -0.518 -0.686
24 H -1.682 -1.360 -1.683
25 H 0.334 -2.925 0.698
26 H -1.137 -3.036 1.397
27 H -0.842 0.875 -3.190
28 H 0.053 -0.310 -0.210
29 H 3.161 0.299 0.445
30 H 1.604 2.744 -1.114
31 H -1.183 0.200 2.065
32 H 1.045 -0.099 -2.021
33 H 0.381 3.197 0.603
34 H -1.392 0.127 -1.887
35 H 0.870 1.946 -0.389
36 H 1.014 -0.530 3.066

Results of the Mulliken charge analysis, in e, for atoms 1 through 8: number 1, O, carries -0.680; number 2, O, carries -0.333; number 3, O, carries -0.702; number 4, O, carries -0.609; number 5, O, carries -0.636; number 6, O, carries -0.781; number 7, O, carries -0.582; number 8, O, carries -0.768

***

[5]
# H24O12

12 unconnected molecules or ions with the total composition H24O12 (ωB97M-V/def2-TZVPD, the OMol25 dataset).

Results
Gap between HOMO and LUMO in eV: 11.24
Net charge: 0
Structure (SMILES): O.O.O.O.O.O.O.O.O.O.O.O

Geometry (Å):
1 O 0.384 2.422 5.996
2 O 6.206 5.025 4.871
3 O 5.960 0.391 7.081
4 O 9.203 8.244 3.556
5 O 6.927 8.087 8.183
6 O 2.737 2.420 1.860
7 O 11.292 3.157 0.299
8 O 7.464 1.657 2.377
9 O 11.817 4.886 4.637
10 O 6.314 9.071 0.260
11 O 1.271 7.666 7.680
12 O 2.585 7.249 2.753
13 H 1.420 8.279 8.400
14 H 12.164 2.818 0.098
15 H 3.212 1.617 1.649
16 H 11.403 5.739 4.507
17 H 6.883 1.527 1.627
18 H 6.123 9.864 -0.242
19 H 11.956 4.828 5.582
20 H 6.057 0.611 6.155
21 H 8.837 8.675 2.784
22 H 8.345 1.553 2.019
23 H 2.756 6.308 2.767
24 H 6.564 4.416 4.225
25 H 8.490 7.698 3.887
26 H 2.303 7.455 3.644
27 H 5.068 0.051 7.155
28 H 1.399 6.801 8.071
29 H 6.511 8.865 7.812
30 H 0.706 2.367 5.096
31 H 6.813 7.411 7.515
32 H 2.161 2.563 1.109
33 H 1.013 1.913 6.507
34 H 5.276 5.087 4.654
35 H 11.403 3.630 1.124
36 H 5.729 9.120 1.016

Results of the Mulliken charge analysis, in e, for atoms 1 through 8: number 1, O, carries -0.637; number 2, O, carries -0.628; number 3, O, carries -0.628; number 4, O, carries -0.637; number 5, O, carries -0.637; number 6, O, carries -0.631; number 7, O, carries -0.645; number 8, O, carries -0.627

***

[6]
# H24O12

12 unconnected molecules or ions with the total composition H24O12 (ωB97M-V/def2-TZVPD, the OMol25 dataset).

Results
Gap between HOMO and LUMO in eV: 9.09
Net charge: 0
Structure (SMILES): O.O.O.O.O.O.O.O.O.O.O.O

Geometry (Å):
1 O 3.286 5.029 -7.398
2 O 1.639 7.087 -4.768
3 O 3.700 3.019 -3.593
4 O 1.965 5.158 -1.762
5 O 0.480 9.643 -6.491
6 O -0.249 4.782 -4.854
7 O 0.573 7.582 -1.649
8 O 0.867 6.712 -7.490
9 O -1.168 7.358 -3.855
10 O 3.963 5.582 -4.565
11 O 1.912 11.153 -4.115
12 O 3.527 9.427 -5.526
13 H 2.207 7.866 -4.809
14 H -0.605 7.781 -3.177
15 H -0.225 10.276 -6.317
16 H 2.786 5.564 -2.056
17 H 3.615 3.882 -4.048
18 H 0.258 7.428 -7.702
19 H 0.923 6.716 -6.517
20 H 1.332 8.149 -1.820
21 H 4.814 5.707 -4.123
22 H 0.912 6.662 -1.713
23 H 1.965 4.283 -2.174
24 H 2.402 10.617 -4.764
25 H 3.872 9.785 -6.354
26 H 4.297 9.053 -5.082
27 H 2.368 12.000 -4.097
28 H 2.241 6.328 -4.652
29 H 0.548 9.131 -5.674
30 H 4.153 5.624 -5.517
31 H 4.094 5.340 -7.822
32 H -0.935 4.404 -4.289
33 H 4.250 2.484 -4.173
34 H -0.130 4.141 -5.563
35 H -0.617 6.661 -4.240
36 H 2.626 5.721 -7.589

Results of the Mulliken charge analysis, in e, for atoms 1 through 8: number 1, O, carries -0.690; number 2, O, carries -0.053; number 3, O, carries -0.653; number 4, O, carries -0.652; number 5, O, carries -0.599; number 6, O, carries -0.577; number 7, O, carries -0.657; number 8, O, carries -0.724

***

Here are the calculated largest force on an atom numbers, same order: 2.7, 10.0, 3.1, 12.1, 0.4, 0.7 (eV/A).
Here are the calculated energy above the lowest of the compared OMol25 structures with the same formula, charge and spin numbers, same order: 97.1, 104.9, 50.4, 182.8, 65.2, 27.0 (kcal/mol).
Here are the calculated total energy numbers, same order: -917.17069, -917.15824, -917.24497, -917.03402, -917.22148, -917.28228 (hartree).